No. 1
{"formula": "C17H21N7O3S3", "method": "the ωB97M-V functional and the def2-TZVPD basis", "elements": ["C", "C", "H", "H", "C", "C", "N", "C", "C", "C", "N", "N", "C", "O", "N", "C", "O", "C", "H", "H", "H", "C", "H", "H", "H", "S", "C", "C", "O", "N", "C", "N", "N", "C", "S", "C", "C", "H", "H", "H", "H", "H", "S", "H", "H", "H", "H", "H", "H", "H", "H"], "positions_angstrom": [[2.996, 1.283, -3.603], [3.696, 0.072, -3.502], [3.105, -0.828, -3.948], [4.710, 0.146, -4.079], [4.036, -0.274, -2.284], [2.933, -0.901, -1.469], [2.247, -0.010, -0.824], [0.838, -0.542, -0.376], [0.565, -1.936, -0.375], [1.503, -2.650, -0.969], [2.563, -2.422, -1.444], [1.209, -4.196, -1.091], [0.141, -4.480, -0.603], [-0.107, -5.853, -0.415], [-0.803, -3.770, 0.104], [-0.443, -2.408, 0.391], [-1.290, -1.547, 0.910], [-1.802, -4.368, 0.835], [-2.650, -4.893, 0.092], [-1.517, -5.179, 1.644], [-2.508, -3.640, 1.206], [2.325, -5.040, -1.590], [3.162, -4.915, -1.131], [2.420, -4.647, -2.611], [1.591, -6.068, -1.758], [-0.245, 0.626, 0.549], [0.703, 2.324, -0.021], [-0.257, 2.660, -1.025], [0.424, 2.802, -2.188], [-1.381, 3.243, -0.786], [-2.212, 3.111, 0.356], [-1.691, 2.995, 1.395], [-2.569, 3.051, 2.532], [-3.682, 3.354, 1.986], [-5.085, 3.410, 3.033], [-4.482, 2.938, 4.851], [-3.739, 4.245, 5.113], [-3.070, 4.029, 6.438], [-4.250, 5.081, 5.316], [-2.701, 4.297, 4.665], [-3.647, 2.309, 4.699], [-5.026, 2.678, 5.509], [-3.773, 3.431, 0.285], [-1.821, 3.551, -1.729], [1.632, 1.840, -0.298], [0.484, 2.967, 0.973], [4.434, 0.618, -1.542], [4.840, -0.986, -2.039], [2.624, 1.387, -4.758], [2.111, 1.038, -3.134], [3.456, 2.065, -3.290]], "homo_lumo_gap_ev": 7.76, "multiplicity": 1, "total_charge": 0}


No. 2
{"formula": "C4H10O2", "method": "the ωB97M-V functional and the def2-TZVPD basis", "elements": ["C", "C", "C", "O", "H", "H", "H", "H", "H", "H", "C", "O", "H", "H", "H", "H"], "positions_angstrom": [[0.869, 0.547, 0.156], [-0.053, 0.129, 1.207], [0.470, 0.107, 2.598], [-1.183, -0.256, 0.902], [0.389, 1.167, -0.625], [1.902, 0.835, 0.288], [0.938, -0.632, 0.207], [0.076, -0.740, 3.151], [0.054, 1.036, 2.998], [1.562, 0.155, 2.663], [-0.748, -0.006, -2.604], [-0.233, -0.790, -1.573], [-0.952, 1.045, -2.318], [-0.014, 0.006, -3.414], [-1.680, -0.450, -2.961], [-0.819, -0.679, -0.794]], "homo_lumo_gap_ev": 10.19, "smiles": "CC(C)=O.CO", "multiplicity": 1, "total_charge": 0}


No. 3
{"formula": "C38H45N6O4Y", "method": "the ωB97M-V functional and the def2-TZVPD basis", "elements": ["Y", "C", "C", "C", "C", "C", "N", "C", "C", "C", "N", "C", "C", "C", "C", "C", "C", "C", "C", "N", "C", "C", "C", "N", "C", "C", "C", "C", "O", "C", "O", "H", "H", "H", "H", "H", "H", "H", "H", "H", "H", "H", "H", "H", "H", "H", "H", "H", "H", "H", "H", "H", "H", "H", "H", "H", "H", "H", "H", "C", "C", "C", "C", "C", "C", "C", "C", "C", "H", "H", "H", "H", "H", "H", "H", "H", "H", "H", "H", "H", "C", "N", "C", "C", "C", "O", "N", "C", "O", "H", "H", "H", "H", "H"], "positions_angstrom": [[0.923, -0.256, 0.178], [2.826, 2.729, 6.294], [2.554, 1.748, 5.184], [1.816, 0.590, 5.400], [1.614, -0.325, 4.371], [1.005, -1.636, 4.580], [-0.242, -1.849, 4.794], [-1.323, -0.861, 4.585], [-1.388, -0.591, 3.082], [-2.623, 0.103, 2.544], [-2.762, 1.498, 2.971], [-2.730, 2.586, 2.254], [-2.312, 2.852, 0.919], [-2.995, 3.950, 0.336], [-2.751, 4.392, -0.938], [-3.517, 5.521, -1.571], [-1.694, 3.769, -1.607], [-0.932, 2.746, -1.068], [0.238, 2.351, -1.846], [1.097, 1.455, -1.563], [2.262, 1.358, -2.448], [3.507, 1.938, -1.780], [4.113, 1.081, -0.674], [3.203, 0.826, 0.449], [3.547, 1.296, 1.582], [2.865, 1.056, 2.853], [3.092, 1.931, 3.914], [2.084, -0.104, 3.060], [1.744, -0.960, 2.135], [-1.232, 2.218, 0.223], [-0.519, 1.294, 0.770], [2.201, 2.530, 7.163], [2.636, 3.752, 5.968], [3.867, 2.675, 6.615], [1.433, 0.381, 6.394], [1.638, -2.520, 4.570], [-0.534, -2.808, 4.951], [-1.094, 0.032, 5.165], [-2.241, -1.304, 4.969], [-1.308, -1.534, 2.539], [-0.522, 0.005, 2.810], [-3.533, -0.411, 2.862], [-2.575, 0.074, 1.460], [-3.107, 1.623, 3.913], [-3.140, 3.445, 2.779], [-3.766, 4.440, 0.921], [-4.338, 5.845, -0.934], [-3.934, 5.220, -2.532], [-2.871, 6.382, -1.748], [-1.427, 4.138, -2.594], [0.384, 2.946, -2.754], [2.075, 1.889, -3.386], [2.428, 0.306, -2.703], [3.279, 2.937, -1.400], [4.274, 2.057, -2.548], [5.031, 1.557, -0.318], [4.396, 0.112, -1.094], [4.449, 1.912, 1.655], [3.718, 2.800, 3.738], [-1.404, -4.366, -0.030], [-0.916, -3.599, -1.256], [-1.970, -1.243, -1.637], [-1.589, -0.716, -2.793], [-2.382, 0.087, -3.768], [-0.151, -1.068, -3.085], [1.202, -2.769, -1.868], [2.635, -2.586, -2.241], [0.538, -3.870, -1.556], [-1.391, -5.438, -0.231], [-2.427, -4.079, 0.221], [-0.762, -4.156, 0.824], [-2.964, -1.174, -1.211], [-2.473, -0.446, -4.718], [-1.885, 1.037, -3.986], [-3.384, 0.290, -3.394], [0.404, -0.180, -3.385], [2.725, -2.129, -3.229], [3.151, -3.544, -2.258], [3.154, -1.944, -1.518], [0.969, -4.862, -1.526], [-0.255, -3.858, -5.731], [-0.614, -3.133, -4.504], [-1.650, -3.725, -3.745], [-1.792, -3.941, -2.439], [-0.878, -2.048, -0.987], [-0.654, -1.738, 0.328], [0.346, -1.596, -1.793], [0.131, -2.019, -4.260], [1.055, -1.711, -4.996], [-1.056, -4.551, -5.971], [0.669, -4.417, -5.587], [-0.109, -3.157, -6.548], [-2.436, -4.106, -4.387], [-2.726, -4.431, -2.181]], "homo_lumo_gap_ev": 6.83, "multiplicity": 1, "total_charge": 2}


No. 4
{"formula": "C8H4Cl3FeNNdO3", "method": "the ωB97M-V functional and the def2-TZVPD basis", "elements": ["Nd", "Fe", "Cl", "Cl", "C", "C", "C", "O", "O", "O", "Cl", "C", "C", "C", "C", "N", "C", "H", "H", "H", "H"], "positions_angstrom": [[0.531, -1.096, -3.162], [-0.023, 1.862, 0.245], [-1.635, -2.187, -4.038], [-1.195, 3.099, -1.056], [1.453, 0.947, -0.988], [2.218, -1.276, -4.813], [0.852, 0.988, -4.544], [2.624, 1.128, -0.903], [3.022, -1.124, -5.584], [1.245, 1.884, -5.166], [-3.161, 0.640, 4.211], [-1.777, 0.113, 3.327], [-1.271, -1.170, 3.481], [-0.154, -1.563, 2.732], [0.407, -0.638, 1.804], [-0.135, 0.606, 1.613], [-1.208, 1.016, 2.404], [-1.758, -1.828, 4.162], [0.275, -2.544, 2.852], [1.287, -0.899, 1.212], [-1.598, 2.040, 2.212]], "homo_lumo_gap_ev": [7.67, 5.44], "multiplicity": 9, "total_charge": 4}


no.,largest force on an atom (hartree/bohr)
1,0.3116
2,0.0514
3,0.0056
4,0.1484